[1]
Molecular formula: C29H65BO16PS7
Method: DFT, ωB97M-V/def2-TZVPD

```
! wB97M-V def2-TZVPD RIJCOSX def2/J DEFGRID3
* xyz -1 1
C -4.95284 2.21386 6.55832
P -3.45713 1.57776 5.46530
B -2.56251 3.33835 5.71398
O -1.55098 3.58369 6.65296
O -2.94293 4.43917 4.93832
H -4.84330 3.25931 6.86198
H -5.17153 1.56415 7.40833
H -5.82690 2.19068 5.90406
H -2.72488 1.09290 6.67695
H -4.17405 0.27810 5.35602
H -4.19969 2.09893 4.25314
H -2.41009 1.13814 4.58880
H -1.66777 4.51068 6.93262
H -3.23115 4.05075 4.09307
C 1.23859 -1.76225 1.52157
C 0.43288 -1.03549 0.43400
C -1.04288 -1.08602 0.84549
S -1.05833 -1.16235 2.63966
O -1.61054 -2.43936 3.04316
O -1.55551 0.07806 3.17722
C 0.71759 -1.22227 2.84840
H 2.30934 -1.58783 1.41728
H 1.06482 -2.84042 1.46049
H 0.75592 -0.00078 0.37459
H 0.58516 -1.48547 -0.54501
H -1.58257 -0.19683 0.53118
H -1.54099 -1.97834 0.46701
H 0.96544 -1.85089 3.70227
H 1.05949 -0.20208 3.01931
C -0.56389 1.22590 -5.04025
C -1.75895 0.41118 -4.52096
C -1.27755 -0.39920 -3.31181
S 0.07312 0.54375 -2.59456
O 1.29124 -0.22944 -2.72999
O -0.33919 1.09423 -1.33321
C 0.07619 1.85063 -3.80371
H -0.87294 1.98613 -5.75710
H 0.15016 0.56311 -5.53761
H -2.55210 1.09442 -4.21091
H -2.17155 -0.24376 -5.28764
H -2.05628 -0.52496 -2.56433
H -0.88931 -1.37250 -3.60455
H 1.09363 2.19211 -3.96476
H -0.52961 2.65311 -3.40077
C 3.63944 -2.81676 -3.11853
C 4.45726 -3.98393 -3.69009
C 3.72453 -4.48407 -4.94303
S 2.83672 -3.06341 -5.59646
O 1.41661 -3.31436 -5.50041
O 3.42833 -2.65418 -6.84868
C 3.29813 -1.92605 -4.30610
H 4.18866 -2.26772 -2.35643
H 2.72177 -3.19490 -2.66341
H 5.45471 -3.63244 -3.96274
H 4.58043 -4.78556 -2.96328
H 4.40778 -4.85142 -5.70455
H 2.99116 -5.25165 -4.70231
H 2.46951 -1.25211 -4.10252
H 4.17095 -1.37387 -4.65500
C 0.82772 7.77343 -3.03148
C 0.96606 7.51412 -1.52428
C 0.38764 6.12097 -1.24152
S 0.60779 5.17784 -2.75137
O -0.69384 4.87027 -3.29332
O 1.60231 4.15860 -2.54018
C 1.32041 6.50339 -3.71949
H 1.39934 8.64488 -3.34810
H -0.22077 7.94904 -3.28126
H 2.02203 7.53862 -1.24702
H 0.45589 8.27446 -0.93530
H 0.90476 5.61096 -0.43277
H -0.67842 6.15949 -1.02880
H 0.99700 6.41246 -4.75382
H 2.40409 6.41112 -3.65474
C 2.17772 4.32373 5.13421
C 2.61818 5.30770 4.04322
C 2.58907 4.55067 2.71089
S 1.33567 3.26830 2.89053
O 1.99406 1.98459 2.81678
O 0.22035 3.58573 2.03739
C 0.93439 3.62271 4.59776
H 1.96770 4.82986 6.07504
H 2.97122 3.59358 5.31213
H 1.92027 6.14682 4.00708
H 3.60997 5.71521 4.24072
H 2.31632 5.19238 1.87677
H 3.53837 4.05977 2.50429
H 0.69539 2.70062 5.12126
H 0.07152 4.28727 4.60972
C -3.50110 -4.29387 -7.52573
C -1.99903 -4.44001 -7.80694
C -1.24605 -3.93055 -6.57030
S -2.34117 -4.19869 -5.17575
O -2.72620 -2.91650 -4.63606
O -1.81346 -5.23879 -4.33170
C -3.71647 -4.84832 -6.12148
H -4.10682 -4.82310 -8.26062
H -3.78136 -3.23854 -7.55533
H -1.76148 -5.49264 -7.97513
H -1.70051 -3.89119 -8.69906
H -0.32185 -4.46669 -6.39953
H -1.04351 -2.86429 -6.63001
H -4.65156 -4.53224 -5.66522
H -3.64019 -5.93500 -6.10654
C -1.09889 -4.94809 6.55727
C -0.05311 -5.58235 7.48461
C 1.15635 -5.95772 6.61969
S 1.15694 -4.80453 5.23711
O 0.92811 -5.55096 4.02458
O 2.28683 -3.91410 5.36036
C -0.34152 -3.94737 5.69210
H -1.89525 -4.46199 7.11759
H -1.54990 -5.71763 5.92678
H 0.24742 -4.85623 8.24253
H -0.44787 -6.45442 8.00568
H 2.09566 -5.86138 7.15842
H 1.06567 -6.96234 6.21107
H -0.88551 -3.65026 4.79637
H -0.05797 -3.06521 6.26612
*
```

Gap between HOMO and LUMO = 3.7 eV
Relative energy (zero: lowest compared OMol25 entry of this formula, charge and spin) = 0.00 kcal/mol

---

[2]
Molecular formula: C5H12NO2S
Method: DFT, ωB97M-V/def2-TZVPD

```
! wB97M-V def2-TZVPD RIJCOSX def2/J DEFGRID3
* xyz -1 3
C 1.82406 1.02309 0.79583
C 2.00990 2.37151 0.22329
C 2.32336 -1.32580 0.31036
C -3.58066 -1.35070 -0.25804
C 2.06348 0.02327 -0.19144
N -2.51253 -0.92005 0.49634
O -2.55086 1.39864 -0.51223
O -0.57157 0.07279 -0.99506
S -1.56106 0.53193 0.12282
H 2.39181 2.35828 -0.74636
H 2.67449 3.01582 0.68138
H 1.06950 2.87935 0.35241
H 3.30530 -1.66458 0.13628
H 1.64643 -2.15574 -0.04566
H 2.27896 -1.34063 1.42311
H -4.43028 -0.64029 -0.31518
H -3.33504 -1.35262 -1.34171
H -3.91156 -2.44091 -0.04051
H 0.85066 0.07654 -0.54504
H 2.81617 0.26018 -1.10199
H -2.80054 -0.82007 1.55139
*
```

Gap between HOMO and LUMO (spin up / spin down) = 6.0 / 7.3 eV

---

[3]
Molecular formula: C4H13NO2S
Method: DFT, ωB97M-V/def2-TZVPD

```
! wB97M-V def2-TZVPD RIJCOSX def2/J DEFGRID3
* xyz 0 1
C -1.70834 0.14310 1.22269
O -1.24737 0.64154 2.62973
C -0.56230 -0.30659 0.32901
C 0.79561 -0.26116 1.11601
C 1.53264 1.12326 0.78575
S 2.18214 1.52983 -0.80448
N -0.90064 -1.58549 -0.24510
H -2.43819 -0.65423 1.32876
H -2.28219 0.93592 0.82582
H -1.23222 -0.25805 3.09043
H -0.58871 0.51498 -0.57073
H 0.63912 -0.41066 2.23115
H 1.54343 -1.03442 0.78217
H 2.40048 0.92638 1.37493
H 0.95886 2.01156 1.20742
H 2.24061 0.26116 -1.41215
H -0.10116 -2.07077 -0.53599
H -1.34591 -2.25658 0.30591
H -2.62737 -2.49764 -3.68599
H -1.45816 -1.83684 -2.79644
O -1.83564 -2.04171 -3.66456
*
```

Gap between HOMO and LUMO = 9.4 eV
Relative energy (zero: lowest compared OMol25 entry of this formula, charge and spin) = 48.49 kcal/mol

---

Number 1: E_tot -5501.234197 Eh, molar mass 936.08 g/mol, maximum force 1.1 eV Å⁻¹. Number 2: E_tot -800.937892 Eh, molar mass 150.22 g/mol, maximum force 4.8 eV Å⁻¹. Number 3: E_tot -763.544972 Eh, molar mass 139.22 g/mol, maximum force 3.9 eV Å⁻¹.